{"formula": "CH4ClNOP2", "method": "wB97M-V/def2-TZVPD", "species": ["C", "N", "O", "P", "P", "Cl", "H", "H", "H", "H"], "positions_angstrom": [[0.9771, -1.5146, -0.1377], [0.0877, 1.1423, -0.2140], [0.0455, 2.3996, -0.4133], [-1.3543, 0.4692, 0.7016], [1.2740, 0.1273, -0.8165], [-2.8000, 1.5218, -0.2989], [0.1263, -2.0788, -0.7224], [1.0465, -1.6755, 0.8885], [1.8414, -1.9822, -0.5244], [-1.2441, 1.5910, 1.5373]], "energy_ev": -35736.7060, "lumo_energy_ev": [-0.88, -0.81], "smiles": "C/P=[N+](/[O-])PCl", "orbital_gap_ev": [8.140, 7.664], "de_lowest_kj_mol": 7.8, "multiplicity": 1}